Formula: C52H58Ge2N4OSeTeTi
Source: the Open Molecules 2025 dataset
Level of theory: ωB97M-V/def2-TZVPD

Last column: Löwdin charge in e.
Cartesian coordinates (Å):
1 Ti -1.22994 -0.06301 -0.72808  0.902
2 C -1.24977 -5.10471 2.03926  -0.061
3 C -1.77392 -3.69062 2.30006  -0.164
4 C -1.57925 -2.77183 1.17422  -0.076
5 N -1.46700 -2.02476 0.31292  0.178
6 H -1.40085 -5.70422 2.93374  0.091
7 H -0.18628 -5.08916 1.80896  0.070
8 H -1.78619 -5.57563 1.21854  0.070
9 H -1.27070 -3.23708 3.15720  0.133
10 H -2.84201 -3.69867 2.52410  0.135
11 Se -1.76215 -0.67484 -3.33421  0.828
12 C -0.72696 0.49460 -4.45985  -0.560
13 C 0.65968 0.45158 -4.50463  -0.141
14 C 1.34155 1.31626 -5.34707  -0.059
15 C 0.64159 2.23215 -6.12250  -0.063
16 C -0.74415 2.27609 -6.06312  -0.062
17 C -1.43718 1.39929 -5.23669  -0.119
18 H 1.21528 -0.26428 -3.91333  0.088
19 H 2.42142 1.26722 -5.40147  0.117
20 H 1.17566 2.89861 -6.78635  0.113
21 H -1.29372 2.97663 -6.67760  0.114
22 H -2.51937 1.41344 -5.21026  0.107
23 N -0.15022 5.55038 -3.31973  0.178
24 C -0.38221 4.35129 -2.76501  -0.293
25 C -1.68661 3.92773 -2.44161  0.021
26 C -1.87971 2.69797 -1.88355  -0.104
27 N -0.86958 1.84343 -1.60512  -0.092
28 C 0.37867 2.25734 -1.89676  -0.138
29 C 0.66567 3.46264 -2.46928  0.011
30 H -0.90236 6.18649 -3.51698  0.123
31 H 0.78235 5.84939 -3.54331  0.122
32 H -2.53884 4.56426 -2.63561  0.129
33 H -2.87879 2.35777 -1.64408  0.125
34 H 1.19101 1.57863 -1.66101  0.122
35 H 1.69299 3.72290 -2.68514  0.132
36 C -1.47408 -6.08627 -4.36366  -0.234
37 Ge -2.29500 -4.53150 -3.53396  0.687
38 C -2.85173 -4.88817 -1.69928  -0.245
39 C -3.76664 -3.81219 -4.58188  -0.241
40 Ge -0.55798 -2.80891 -3.46863  0.742
41 C 0.55119 -2.66327 -5.04051  -0.385
42 C -0.04683 -2.46391 -6.28517  -0.115
43 C 0.73525 -2.36148 -7.42570  -0.060
44 C 2.11707 -2.46628 -7.32984  -0.060
45 C 2.71790 -2.67798 -6.09651  -0.064
46 C 1.93754 -2.77499 -4.95168  -0.112
47 C 0.57689 -2.75037 -1.86522  -0.370
48 C 0.96040 -3.96167 -1.29797  -0.104
49 C 1.78212 -3.99731 -0.17362  -0.053
50 C 2.22943 -2.82129 0.41371  -0.049
51 C 1.86763 -1.60135 -0.13608  -0.084
52 C 1.04552 -1.57929 -1.25688  -0.214
53 H -2.25265 -6.79173 -4.65464  0.031
54 H -0.79669 -6.58682 -3.67199  0.022
55 H -0.91590 -5.80005 -5.25421  0.022
56 H -3.58407 -5.69620 -1.69152  0.034
57 H -3.30829 -4.00198 -1.25735  0.015
58 H -1.99583 -5.18994 -1.09565  -0.005
59 H -4.49121 -4.60611 -4.76564  0.033
60 H -3.42424 -3.43399 -5.54453  0.018
61 H -4.26350 -3.00415 -4.04619  0.017
62 H -1.12513 -2.37674 -6.37056  0.101
63 H 0.26874 -2.20191 -8.38870  0.113
64 H 2.72613 -2.38992 -8.22053  0.113
65 H 3.79356 -2.77089 -6.02612  0.111
66 H 2.41599 -2.93495 -3.99168  0.101
67 H 0.63184 -4.89707 -1.73886  0.104
68 H 2.08720 -4.95256 0.23514  0.118
69 H 2.87649 -2.85408 1.28022  0.119
70 H 2.22439 -0.67775 0.30428  0.056
71 H 0.84504 -0.61233 -1.72556  0.042
72 C 5.31928 1.94920 8.01248  -0.038
73 C 4.44080 1.66877 6.82317  -0.253
74 C 3.51975 0.63075 6.83889  -0.009
75 C 2.70682 0.35318 5.74678  -0.326
76 C 1.72669 -0.78837 5.84759  -0.100
77 C 2.82597 1.14922 4.60021  -0.441
78 Te 1.52251 0.78051 2.97566  1.407
79 N -1.06788 0.74162 0.91282  0.045
80 C -2.37759 0.67956 0.95482  -0.453
81 O -2.95426 0.25096 -0.23287  -0.168
82 C -3.23941 0.95117 2.08558  -0.157
83 C -4.62313 0.79311 1.98545  -0.001
84 C -5.41291 1.06476 3.08687  -0.048
85 C -4.82459 1.49563 4.27200  -0.036
86 C -3.44540 1.65516 4.36769  -0.036
87 C -2.64602 1.38390 3.27323  0.009
88 C 0.72107 2.72730 2.82665  -0.514
89 C 0.75132 3.34353 1.57630  -0.173
90 C 0.18401 4.59253 1.38514  -0.086
91 C -0.41058 5.24176 2.45822  -0.067
92 C -0.43176 4.63483 3.70443  -0.036
93 C 0.12895 3.37485 3.91852  -0.317
94 C 0.10174 2.78143 5.30304  -0.056
95 C 3.76824 2.18472 4.54221  -0.300
96 C 3.97087 3.05926 3.33315  -0.068
97 C 4.55135 2.42693 5.66630  -0.008
98 H 4.97922 1.40824 8.89375  0.078
99 H 5.33342 3.01354 8.24659  0.085
100 H 6.34806 1.64687 7.80953  0.089
101 H 3.42844 0.01818 7.72890  0.119
102 H 1.81076 -1.27948 6.81543  0.080
103 H 1.90548 -1.54056 5.07574  0.063
104 H 0.69817 -0.43954 5.72710  0.050
105 H -5.06442 0.46426 1.05440  0.122
106 H -6.48609 0.94955 3.02577  0.116
107 H -5.44885 1.71428 5.12815  0.118
108 H -2.99997 1.99438 5.29306  0.111
109 H -1.56917 1.50234 3.31422  0.074
110 H 1.25043 2.84625 0.75171  0.072
111 H 0.23151 5.06910 0.41275  0.095
112 H -0.84580 6.22401 2.33104  0.108
113 H -0.88644 5.15010 4.54170  0.117
114 H -0.62712 3.29383 5.92958  0.083
115 H 1.07846 2.86687 5.78416  0.089
116 H -0.13846 1.71692 5.27780  0.046
117 H 3.86012 2.49542 2.40599  0.048
118 H 4.96590 3.50096 3.35129  0.082
119 H 3.24465 3.87421 3.30769  0.082
120 H 5.27726 3.23213 5.62967  0.125

Summary:
- energy (a.u.) = -9982.9551
- frontier orbital gap (Ha) = 0.1913
- net charge = +2
- E_HOMO (eV) = -11.4453
- ΔE to the lowest compared entry with this formula, charge and spin (eV) = 0.3665


Formula: C32H24Cl3IrN8O5S2
Source: the Open Molecules 2025 dataset
Level of theory: ωB97M-V/def2-TZVPD

Last column: Löwdin charge in e.
Cartesian coordinates (Å):
1 Ir 0.31369 1.17881 0.06132  1.369
2 S 6.10285 6.41434 0.35619  1.022
3 N 6.10387 4.76345 0.18682  -0.236
4 C 4.89686 4.35851 0.10821  -0.331
5 C 4.38770 2.88756 0.14910  -0.030
6 C 5.21107 1.81167 0.36727  -0.036
7 C 4.74036 0.55762 0.24045  -0.032
8 C 3.38919 0.50043 0.24413  -0.259
9 N 2.49234 1.29003 0.30488  -0.024
10 C 2.92623 2.72049 0.37276  -0.097
11 C 2.04110 3.62635 0.02929  -0.187
12 N 0.67205 3.14733 0.20819  -0.181
13 C -0.30415 4.25697 -0.09158  -0.167
14 C -0.01940 5.53301 0.16762  -0.027
15 C 1.52430 6.00844 0.22098  0.079
16 C 2.38588 5.01684 -0.04635  -0.124
17 C 3.82638 5.29491 -0.03616  -0.271
18 N 4.40318 6.46632 0.06913  -0.193
19 H 6.30513 2.19193 0.35281  0.159
20 H 5.42163 -0.26551 0.38773  0.122
21 H 2.79347 -0.37668 0.02948  0.101
22 H -1.22623 3.86675 -0.72493  0.061
23 H -0.84530 6.25931 0.21097  0.103
24 H 1.59816 6.93724 -0.18649  0.081
25 C -0.29726 -0.04879 2.94568  -0.098
26 N -0.83115 1.04666 2.18759  -0.362
27 C -0.60741 2.34618 2.86455  -0.063
28 C -2.21289 0.94365 1.93240  -0.210
29 C -2.70259 -0.15561 1.13137  -0.141
30 C -2.73763 -1.45304 1.68404  -0.032
31 C -3.20418 -2.56755 1.00385  -0.038
32 C -3.60107 -2.38594 -0.34098  -0.065
33 C -3.64075 -1.12843 -0.92924  0.010
34 C -3.18137 -0.03567 -0.18976  -0.151
35 H -0.67061 0.03947 4.03705  0.137
36 H 0.75162 0.04950 3.19508  0.098
37 H -0.61765 -0.95746 2.61690  0.024
38 H -1.35281 2.29526 3.70533  0.115
39 H -0.73298 3.23160 2.24629  0.062
40 H 0.44807 2.45754 3.18713  0.108
41 H -2.54217 1.87778 1.47039  0.127
42 H -2.66963 0.85551 2.95662  0.159
43 H -2.62373 -1.51789 2.74750  0.116
44 H -3.40133 -3.54259 1.44553  0.118
45 H -3.95547 -3.25631 -0.91228  0.111
46 H -3.98121 -0.98113 -1.93901  0.130
47 O 1.02939 -9.42678 -0.77744  -0.243
48 S 1.53540 -8.06628 -0.38574  0.690
49 O 1.24737 -7.24613 0.87912  -0.222
50 O 2.91051 -7.81598 -0.89900  -0.184
51 C 0.27113 -6.89438 -1.42589  -0.316
52 N -0.61446 -7.40500 -2.25677  0.148
53 C -1.60885 -6.49161 -2.59850  -0.039
54 C -1.59829 -5.19595 -2.21575  -0.013
55 C -0.48401 -4.74656 -1.61825  -0.205
56 N 0.47089 -5.63313 -1.12232  0.146
57 C -0.11223 -3.36718 -1.40604  -0.113
58 C -0.57134 -2.27451 -2.17112  0.029
59 C -0.37633 -1.01068 -1.67246  -0.136
60 N 0.23141 -0.73606 -0.51987  -0.159
61 C 0.63607 -1.76507 0.26054  -0.112
62 C 0.53374 -3.08012 -0.15225  0.058
63 H -2.37375 -6.86473 -3.25992  0.124
64 H -2.38979 -4.50551 -2.42082  0.112
65 H -1.09744 -2.36134 -3.15846  0.152
66 H -0.75959 -0.12837 -2.19100  0.086
67 H 1.08968 -1.52833 1.17188  0.087
68 H 0.91464 -4.02725 0.29014  0.132
69 Cl -4.13222 4.04987 -0.32881  0.644
70 C -3.60956 3.27925 -1.85680  -1.542
71 Cl -2.60443 4.33222 -2.75016  0.719
72 Cl -4.96662 2.75041 -2.82075  0.703
73 C -2.90880 1.86642 -1.67332  -0.676
74 O -3.40414 1.30218 -0.59190  -0.003
75 O -2.03452 1.43174 -2.35620  0.076

Summary:
- spin multiplicity = 6
- energy (a.u.) = -4328.6890
- frontier orbital gap (spin up / spin down) (Ha) = 0.1908 / 0.1556
- net charge = +1
- E_HOMO (spin up / spin down) (eV) = -9.0214 / -11.0154
- ΔE to the lowest compared entry with this formula, charge and spin (eV) = 2.1980


Formula: C5H6O2
Source: the Open Molecules 2025 dataset
Level of theory: ωB97M-V/def2-TZVPD

Last column: Löwdin charge in e.
Cartesian coordinates (Å):
1 O 1.67853 -0.34389 0.69446  -0.050
2 C 1.08438 0.91513 0.33982  -0.119
3 C 0.13388 0.20890 -0.64845  -0.213
4 C 0.61274 -1.06140 0.08067  -0.385
5 O -0.34101 -1.51213 0.98024  0.038
6 C -1.27875 0.55417 -0.63390  -0.092
7 C -2.43927 0.87382 -0.64582  0.128
8 H 0.09364 -2.12321 1.58824  0.111
9 H 0.57067 1.38339 1.18718  0.128
10 H 1.81303 1.61098 -0.08430  0.121
11 H 0.53581 0.23556 -1.66792  0.151
12 H 1.01070 -1.87510 -0.53692  0.156
13 H -3.47434 1.13378 -0.65330  0.027

Summary:
- energy (a.u.) = -344.4959
- frontier orbital gap (Ha) = 0.4003
- net charge = 0
- E_HOMO (eV) = -10.0061
- ΔE to the lowest compared entry with this formula, charge and spin (eV) = 2.8837


Formula: C42H30I2N5NaOS
Source: the Open Molecules 2025 dataset
Level of theory: ωB97M-V/def2-TZVPD

Last column: Löwdin charge in e.
Cartesian coordinates (Å):
1 Na 0.12902 1.30243 -0.66377  0.160
2 C -0.47788 2.69081 3.86326  -0.107
3 C -0.11767 2.23454 2.58946  -0.183
4 N -0.78847 1.35450 1.88591  0.113
5 C -1.93547 0.82629 2.42252  -0.150
6 C -2.37546 1.22488 3.73920  -0.183
7 C -1.62841 2.17322 4.42885  -0.067
8 C -3.53919 0.61020 4.28769  -0.073
9 C -4.28135 -0.25817 3.56196  -0.054
10 C -3.92739 -0.60854 2.21533  -0.215
11 C -4.78234 -1.28800 1.36023  -0.114
12 C -4.46998 -1.28190 -0.03710  -0.130
13 C -3.25724 -0.90065 -0.47451  -0.106
14 N -2.18580 -0.69613 0.49402  -0.032
15 C -2.67087 -0.13325 1.73247  -0.118
16 H 0.13363 3.41477 4.38716  0.076
17 H 0.78256 2.62342 2.11498  0.097
18 H -1.96400 2.50364 5.40797  0.099
19 H -3.81917 0.86072 5.30732  0.094
20 H -5.17639 -0.70237 3.98711  0.097
21 H -5.74903 -1.63226 1.70999  0.067
22 H -5.24778 -1.50040 -0.76024  0.087
23 H -2.97572 -0.78134 -1.50982  0.075
24 I 4.71891 3.41236 -1.23347  0.800
25 C 4.44507 1.82173 0.12224  -0.638
26 C 5.51819 1.33165 0.84977  -0.267
27 C 5.31385 0.33491 1.77322  -0.668
28 I 7.01239 -0.39465 2.82213  0.765
29 C 4.02993 -0.20038 2.00843  -0.225
30 C 3.71399 -1.16905 2.98428  -0.071
31 C 2.42722 -1.61513 3.12000  -0.053
32 C 1.43916 -1.11240 2.25818  -0.130
33 N 1.69731 -0.21263 1.34285  0.143
34 C 2.94335 0.27396 1.21368  -0.143
35 C 3.11691 1.33251 0.21348  -0.487
36 O 2.16711 1.76268 -0.48194  -0.160
37 H 6.50839 1.73683 0.69219  0.066
38 H 4.49775 -1.54690 3.62874  0.046
39 H 2.16780 -2.34673 3.87441  0.097
40 H 0.41244 -1.46029 2.31134  0.091
41 C 1.96795 -1.17819 -1.94454  -0.026
42 C 1.27333 -0.76136 -3.20957  -0.311
43 C 1.76438 -1.20694 -4.45585  -0.040
44 C 1.12084 -0.83322 -5.59826  -0.039
45 C -0.02408 -0.01145 -5.52884  -0.184
46 C -0.74045 0.36579 -6.68053  -0.104
47 C -1.87308 1.13529 -6.54102  -0.135
48 C -2.29078 1.57306 -5.28734  -0.170
49 C -1.59515 1.27687 -4.10517  -0.707
50 S -2.13011 1.91837 -2.61704  0.523
51 C -0.43655 0.41811 -4.22965  -0.227
52 N 0.22443 0.02560 -3.11537  0.155
53 H 2.42776 -2.16122 -2.06430  0.071
54 H 1.26347 -1.19902 -1.11386  0.060
55 H 2.75490 -0.46309 -1.69794  0.078
56 H 2.64316 -1.84006 -4.49475  0.099
57 H 1.47194 -1.16552 -6.57062  0.102
58 H -0.39382 0.03328 -7.65355  0.084
59 H -2.44767 1.41089 -7.42035  0.085
60 H -3.17952 2.18353 -5.19450  0.073
61 C -0.63285 6.42738 1.70795  -0.100
62 C -0.29655 6.27241 0.22063  -0.222
63 C -0.24807 4.86555 -0.15641  -0.177
64 N -0.20000 3.75170 -0.41968  0.225
65 H -0.55937 7.47388 2.00545  0.064
66 H 0.05255 5.83859 2.31568  0.072
67 H -1.64317 6.07376 1.90762  0.080
68 H 0.67559 6.71430 -0.00360  0.111
69 H -1.04773 6.76637 -0.39751  0.111
70 C -1.46601 -1.84096 0.55799  -0.030
71 C -0.88457 -2.89882 0.48734  0.028
72 C -0.32546 -4.20261 0.37704  -0.232
73 C -1.13054 -5.32212 0.64270  -0.038
74 C -0.65514 -6.60633 0.44375  -0.110
75 C 0.63733 -6.81126 -0.02269  -0.121
76 C 1.45857 -5.71438 -0.25025  -0.100
77 C 0.98981 -4.42777 -0.04425  -0.033
78 H -2.14026 -5.15380 0.99408  0.113
79 H -1.29857 -7.45432 0.64908  0.091
80 H 1.00234 -7.81393 -0.21065  0.087
81 H 2.47233 -5.86545 -0.60237  0.095
82 H 1.63342 -3.57775 -0.22835  0.097

Summary:
- energy (a.u.) = -3123.4492
- frontier orbital gap (Ha) = 0.1458
- net charge = -2
- E_HOMO (eV) = -0.5977
- ΔE to the lowest compared entry with this formula, charge and spin (eV) = 0.3434


Formula: C2H3OP
Source: the Open Molecules 2025 dataset
Level of theory: ωB97M-V/def2-TZVPD

Last column: Löwdin charge in e.
Cartesian coordinates (Å):
1 C 0.13617 0.05213 0.05575  -0.081
2 C -0.78559 -0.72987 -0.51290  -0.258
3 O -1.81834 -2.18354 -2.52204  -0.555
4 P -1.21302 -2.74615 -1.31678  0.882
5 H -0.20339 1.00354 0.25558  0.016
6 H -1.71989 -0.35498 -0.64533  -0.033
7 H 1.17115 -0.08915 -0.08888  0.029

Summary:
- energy (a.u.) = -494.5035
- frontier orbital gap (Ha) = 0.2932
- net charge = 0
- SMILES = C=CP=O
- E_HOMO (eV) = -9.0821
- ΔE to the lowest compared entry with this formula, charge and spin (eV) = 1.6328


Formula: C8H12O2
Source: the Open Molecules 2025 dataset
Level of theory: ωB97M-V/def2-TZVPD

Last column: Löwdin charge in e.
Cartesian coordinates (Å):
1 C 0.24913 0.56154 0.28506  -0.386
2 C 1.68880 -0.15722 -0.57694  -0.187
3 C 0.73213 0.85217 -1.11271  -0.113
4 C 0.46556 1.58291 1.36912  -0.024
5 C 1.78135 -1.52725 -1.16797  -0.097
6 C -2.27683 0.67406 0.14177  -0.357
7 C -0.68007 -0.46224 0.46572  -0.114
8 C -0.89702 -1.65077 0.96771  0.073
9 O -3.28442 -0.21325 -0.08989  0.040
10 O -2.47315 1.85732 0.03454  0.078
11 H -4.10551 0.28110 -0.27498  0.116
12 H 2.59325 0.21790 -0.11252  0.112
13 H 0.08466 0.51578 -1.91506  0.119
14 H 1.10030 1.86461 -1.25059  0.115
15 H -0.19771 2.43292 1.21066  0.080
16 H 0.27626 1.17134 2.35835  0.087
17 H 1.49252 1.94950 1.33028  0.084
18 H 0.80582 -1.88986 -1.49021  0.074
19 H 2.21773 -2.23929 -0.46666  0.072
20 H 2.42934 -1.51596 -2.05309  0.080
21 H -1.90192 -2.05194 0.96752  0.069
22 H -0.10021 -2.25339 1.37989  0.079

Summary:
- energy (a.u.) = -462.3841
- frontier orbital gap (Ha) = 0.3201
- net charge = 0
- E_HOMO (eV) = -7.8947
- ΔE to the lowest compared entry with this formula, charge and spin (eV) = 3.3267